{"formula": "C24H31NO7", "method": "ωB97M-V/def2-TZVPD", "e_homo_ev": -7.8014, "smiles": "COCCOC(=O)C1=C(C)NC(C)=C(C(=O)OCCOC)C1/C=C/c1ccccc1OC", "multiplicity": 1, "elements": ["C", "H", "O", "C", "C", "H", "H", "O", "C", "O", "C", "C", "N", "C", "C", "C", "O", "O", "C", "C", "O", "C", "H", "H", "H", "H", "H", "H", "H", "C", "C", "C", "C", "C", "C", "C", "C", "C", "O", "C", "H", "H", "H", "H", "H", "H", "H", "H", "H", "H", "C", "H", "H", "H", "H", "C", "H", "H", "H", "H", "H", "H", "H"], "positions_angstrom": [[-5.848, -1.716, -2.828], [-5.573, -0.973, -3.586], [-6.043, -1.112, -1.573], [-4.987, -0.297, -1.136], [-3.759, -1.085, -0.650], [-3.367, -1.728, -1.441], [-4.039, -1.686, 0.222], [-2.694, -0.213, -0.317], [-2.750, 0.378, 0.901], [-3.672, 0.187, 1.666], [-1.600, 1.239, 1.144], [-1.495, 1.956, 2.289], [-0.437, 2.812, 2.453], [0.432, 3.155, 1.442], [0.410, 2.467, 0.279], [1.302, 2.768, -0.841], [2.075, 3.700, -0.929], [1.165, 1.860, -1.829], [2.054, 1.974, -2.925], [3.487, 1.556, -2.551], [3.579, 0.364, -1.817], [3.087, -0.780, -2.472], [1.994, -0.772, -2.532], [3.401, -1.629, -1.868], [3.509, -0.869, -3.481], [3.924, 2.319, -1.903], [4.072, 1.490, -3.483], [1.639, 1.324, -3.697], [2.081, 3.009, -3.283], [-0.486, 1.257, 0.112], [0.273, -0.042, 0.241], [1.483, -0.168, 0.775], [2.249, -1.398, 0.920], [3.635, -1.292, 1.019], [4.447, -2.404, 1.140], [3.874, -3.660, 1.182], [2.498, -3.798, 1.107], [1.675, -2.686, 0.976], [0.313, -2.768, 0.918], [-0.306, -4.014, 1.116], [-1.376, -3.811, 1.108], [-0.068, -4.719, 0.312], [-0.031, -4.455, 2.080], [2.073, -4.789, 1.150], [4.490, -4.542, 1.276], [5.519, -2.289, 1.202], [4.077, -0.309, 0.970], [2.013, 0.721, 1.095], [-0.265, -0.903, -0.119], [-0.935, 1.278, -0.886], [1.317, 4.308, 1.782], [1.847, 4.107, 2.713], [2.034, 4.482, 0.987], [0.719, 5.210, 1.916], [-0.392, 3.352, 3.305], [-2.477, 1.921, 3.410], [-2.573, 0.907, 3.792], [-3.465, 2.208, 3.055], [-2.175, 2.586, 4.218], [-5.386, 0.280, -0.298], [-4.672, 0.395, -1.934], [-5.077, -2.494, -2.799], [-6.799, -2.171, -3.096]]}

---

{"formula": "C7H11N2P", "method": "ωB97M-V/def2-TZVPD", "e_homo_ev": [-8.1882, -8.5294], "multiplicity": 1, "elements": ["C", "C", "C", "C", "C", "C", "C", "N", "N", "P", "H", "H", "H", "H", "H", "H", "H", "H", "H", "H", "H"], "positions_angstrom": [[-1.311, -0.017, 2.069], [-1.329, 2.792, -0.216], [-1.673, 0.647, 0.911], [0.034, -2.073, -0.024], [0.735, -0.192, -2.131], [2.324, -0.579, 0.287], [-2.090, 2.035, 0.800], [-1.047, -0.835, 2.906], [-0.577, 3.454, -0.790], [0.545, -0.258, -0.255], [-0.601, -2.353, -0.891], [1.005, -2.673, 0.095], [-0.723, -2.179, 0.853], [-0.131, -0.758, -2.272], [0.729, 0.864, -2.407], [1.600, -0.703, -2.323], [2.798, -1.485, -0.117], [2.829, 0.342, -0.087], [2.240, -0.629, 1.401], [-2.147, 2.572, 1.742], [-3.209, 2.028, 0.448]]}

---

{"formula": "C5H7N", "method": "ωB97M-V/def2-TZVPD", "e_homo_ev": -8.8770, "smiles": "C=NC1(C)C=C1", "multiplicity": 1, "elements": ["C", "C", "C", "C", "C", "N", "H", "H", "H", "H", "H", "H", "H"], "positions_angstrom": [[1.418, 0.575, 0.501], [1.138, 0.630, -0.745], [-1.519, 1.358, -0.366], [0.126, -0.179, 0.016], [0.047, -1.698, 0.362], [-0.989, 0.588, 0.487], [2.037, 0.615, 1.378], [1.268, 0.905, -1.761], [-2.553, 1.789, -0.019], [-1.071, 1.567, -1.309], [-0.375, -2.413, -0.410], [-0.586, -1.780, 1.199], [1.059, -1.957, 0.667]]}

---

{"formula": "C3H7NS", "method": "ωB97M-V/def2-TZVPD", "e_homo_ev": -7.9111, "smiles": "[H]/N=C\\C.C=S", "multiplicity": 1, "elements": ["C", "C", "C", "N", "S", "H", "H", "H", "H", "H", "H", "H"], "positions_angstrom": [[-1.270, 1.164, -1.980], [-0.211, -0.237, 0.528], [1.053, -0.427, 1.290], [-0.338, -0.235, -0.730], [-0.140, 2.345, -2.051], [-1.342, 0.431, -2.772], [-2.137, 1.273, -1.342], [-1.116, -0.025, 1.093], [1.584, -1.320, 0.961], [0.861, -0.481, 2.355], [1.702, 0.430, 1.098], [0.512, -0.406, -1.263]]}

---

{"formula": "C6H12BrN2Sn", "method": "ωB97M-V/def2-TZVPD", "e_homo_ev": [-0.6356, -0.3190], "multiplicity": 1, "total_charge": -1, "elements": ["C", "Sn", "N", "H", "H", "H", "H", "H", "H", "H", "H", "Br", "C", "C", "C", "C", "N", "C", "H", "H", "H", "H"], "positions_angstrom": [[2.652, 0.289, -1.811], [1.269, 1.180, -0.603], [-0.153, 0.174, -2.345], [1.627, 2.278, 0.702], [1.878, -0.326, -0.306], [3.638, 0.148, -1.395], [2.738, 1.201, -2.451], [2.244, -0.610, -2.354], [-0.987, 0.742, -2.259], [-0.318, -0.759, -1.989], [0.148, 0.146, -3.329], [-4.087, 1.112, 1.544], [-2.404, 0.146, 1.466], [-2.043, -0.723, 2.482], [-0.780, -1.310, 2.481], [0.098, -0.946, 1.489], [-0.243, -0.066, 0.532], [-1.500, 0.438, 0.465], [-2.689, -0.905, 3.317], [-0.425, -2.012, 3.236], [1.116, -1.334, 1.427], [-1.777, 1.137, -0.299]]}

---

{"formula": "C8H25F2InNO9S2", "method": "ωB97M-V/def2-TZVPD", "e_homo_ev": -13.4015, "multiplicity": 1, "total_charge": 1, "elements": ["In", "O", "H", "N", "S", "O", "O", "F", "S", "O", "O", "F", "C", "C", "O", "H", "H", "H", "H", "H", "H", "C", "C", "O", "H", "H", "H", "H", "H", "H", "C", "C", "O", "H", "H", "H", "H", "H", "H", "C", "C", "O", "H", "H", "H", "H", "H", "H"], "positions_angstrom": [[-0.061, 2.678, 0.097], [0.357, 0.174, -0.880], [-0.424, -0.149, -1.364], [-2.724, 1.959, -0.615], [-4.210, 1.689, -0.176], [-4.444, 0.422, 0.438], [-5.203, 2.409, -0.897], [-4.068, 2.602, 1.169], [-2.859, 1.061, -2.063], [-3.679, 1.604, -3.127], [-2.805, -0.369, -1.942], [-1.433, 1.385, -2.722], [-2.550, 0.076, 3.577], [-1.000, 0.241, 3.523], [-0.621, 0.664, 2.210], [-2.848, -0.506, 4.448], [-2.899, -0.383, 2.653], [-3.036, 1.047, 3.662], [-0.551, -0.745, 3.667], [-0.625, 0.920, 4.283], [-0.544, -0.132, 1.655], [4.203, 3.213, -2.832], [4.052, 2.517, -1.449], [2.670, 2.267, -1.143], [3.378, 3.894, -3.030], [4.208, 2.481, -3.643], [5.158, 3.706, -3.013], [4.532, 3.025, -0.614], [4.550, 1.548, -1.504], [2.569, 1.325, -1.340], [2.481, -2.891, -1.271], [3.142, -1.798, -0.372], [2.809, -0.529, -0.927], [2.556, -3.856, -0.768], [3.133, -2.932, -2.143], [1.447, -2.731, -1.567], [4.220, -1.925, -0.384], [2.713, -1.832, 0.636], [1.813, -0.478, -0.901], [-2.047, -3.133, 1.459], [-1.471, -2.032, 0.607], [-0.117, -1.709, 0.988], [-1.726, -3.024, 2.498], [-1.731, -4.130, 1.161], [-3.129, -3.005, 1.438], [-2.033, -1.091, 0.652], [-1.436, -2.387, -0.429], [0.285, -1.141, 0.294]]}

---

{"formula": "C24H36O18", "method": "ωB97M-V/def2-TZVPD", "e_homo_ev": -10.1061, "smiles": "C[C@H]1COC(=O)O1.C[C@H]1COC(=O)O1.C[C@H]1COC(=O)O1.C[C@H]1COC(=O)O1.C[C@H]1COC(=O)O1.C[C@H]1COC(=O)O1", "multiplicity": 1, "elements": ["C", "C", "C", "O", "C", "O", "O", "H", "H", "H", "H", "H", "H", "C", "C", "C", "O", "C", "O", "O", "H", "H", "H", "H", "H", "H", "C", "C", "C", "O", "C", "O", "O", "H", "H", "H", "H", "H", "H", "C", "C", "C", "O", "C", "O", "O", "H", "H", "H", "H", "H", "H", "C", "C", "C", "O", "C", "O", "O", "H", "H", "H", "H", "H", "H", "C", "C", "C", "O", "C", "O", "O", "H", "H", "H", "H", "H", "H"], "positions_angstrom": [[22.833, -8.883, -4.381], [22.736, -10.174, -3.634], [21.994, -11.275, -4.334], [22.515, -12.451, -3.654], [23.796, -12.149, -3.335], [24.606, -12.946, -2.988], [24.015, -10.819, -3.403], [23.368, -9.018, -5.320], [23.272, -8.118, -3.743], [21.825, -8.524, -4.593], [22.309, -10.027, -2.637], [22.325, -11.383, -5.374], [20.908, -11.253, -4.340], [24.946, -16.631, -3.550], [25.590, -17.266, -4.766], [24.881, -18.542, -5.217], [24.572, -18.309, -6.588], [24.929, -17.044, -6.938], [24.771, -16.597, -8.030], [25.452, -16.393, -5.882], [25.096, -17.180, -2.620], [23.870, -16.532, -3.724], [25.291, -15.611, -3.361], [26.631, -17.488, -4.524], [23.979, -18.806, -4.659], [25.509, -19.433, -5.131], [22.226, -5.469, 0.614], [20.979, -6.170, 0.150], [19.876, -5.205, -0.326], [19.442, -5.770, -1.565], [20.376, -6.624, -2.013], [20.414, -7.076, -3.110], [21.263, -6.926, -1.047], [21.998, -4.780, 1.434], [22.640, -4.862, -0.191], [22.982, -6.147, 1.006], [20.590, -6.857, 0.902], [20.251, -4.190, -0.458], [19.018, -5.201, 0.342], [20.374, -15.863, -7.608], [20.596, -14.381, -7.543], [21.409, -13.890, -6.322], [22.446, -13.094, -6.865], [22.471, -13.235, -8.219], [23.337, -12.796, -8.901], [21.438, -13.962, -8.648], [19.713, -16.176, -6.795], [21.307, -16.402, -7.442], [19.917, -16.131, -8.557], [19.699, -13.767, -7.604], [21.781, -14.688, -5.675], [20.767, -13.300, -5.661], [26.666, -12.191, -5.497], [26.921, -11.990, -6.978], [25.750, -11.280, -7.662], [26.303, -10.049, -8.153], [27.581, -9.919, -7.748], [28.254, -8.946, -7.885], [28.012, -11.053, -7.153], [25.692, -12.683, -5.419], [26.612, -11.245, -4.960], [27.402, -12.826, -5.009], [27.228, -12.924, -7.442], [24.876, -11.055, -7.059], [25.461, -11.852, -8.538], [17.128, -7.104, -4.386], [17.482, -7.977, -5.566], [18.901, -7.924, -6.138], [19.454, -9.229, -5.921], [18.518, -10.042, -5.397], [18.680, -11.205, -5.197], [17.403, -9.361, -5.102], [17.813, -7.228, -3.548], [16.080, -7.261, -4.157], [17.310, -6.052, -4.639], [16.754, -7.859, -6.369], [19.567, -7.240, -5.606], [18.961, -7.706, -7.203]]}

---

{"formula": "C32H47AsN5O3PtS", "method": "ωB97M-V/def2-TZVPD", "e_homo_ev": [-9.0898, -9.0906], "multiplicity": 1, "total_charge": 1, "elements": ["Pt", "N", "C", "C", "C", "C", "N", "C", "N", "N", "C", "O", "O", "H", "H", "H", "H", "H", "H", "H", "H", "H", "H", "H", "H", "H", "H", "C", "C", "C", "C", "C", "C", "As", "N", "C", "C", "C", "C", "C", "C", "C", "C", "C", "C", "C", "C", "C", "C", "C", "C", "C", "C", "H", "H", "H", "H", "H", "H", "H", "H", "H", "H", "H", "H", "H", "H", "H", "H", "H", "H", "H", "H", "H", "H", "H", "H", "H", "H", "H", "C", "S", "C", "O", "H", "H", "H", "H", "H", "H"], "positions_angstrom": [[-0.153, 0.104, 0.389], [2.048, 0.390, 0.224], [2.536, 1.728, 0.565], [3.907, 2.080, -0.038], [4.197, 2.000, -1.565], [3.838, 3.194, -2.484], [2.447, 3.321, -2.938], [1.824, 2.454, -3.733], [0.499, 2.429, -3.789], [2.544, 1.623, -4.512], [1.462, 2.780, 0.236], [1.805, 3.962, 0.199], [0.303, 2.345, -0.053], [2.550, -0.336, 0.721], [2.177, 0.206, -0.766], [2.648, 1.772, 1.651], [4.630, 1.413, 0.438], [4.119, 3.093, 0.304], [3.779, 1.090, -2.007], [5.282, 1.906, -1.628], [4.466, 3.147, -3.376], [4.080, 4.117, -1.961], [1.874, 3.903, -2.327], [-0.007, 2.741, -2.955], [0.018, 1.782, -4.396], [3.515, 1.825, -4.677], [2.069, 1.083, -5.215], [-0.795, 6.010, 2.771], [-1.358, 4.630, 2.588], [-2.657, 4.423, 2.151], [-3.161, 3.145, 1.943], [-4.591, 3.007, 1.475], [-2.356, 2.023, 2.207], [-3.221, 0.290, 1.791], [-2.120, -0.087, 0.319], [-2.647, -0.290, -0.936], [-1.780, -0.546, -2.027], [-2.262, -0.748, -3.308], [-3.625, -0.712, -3.560], [-4.496, -0.482, -2.504], [-4.028, -0.281, -1.219], [-2.582, -0.901, 3.223], [-2.163, -2.215, 2.973], [-2.403, -2.888, 1.643], [-1.581, -2.944, 4.007], [-1.471, -2.429, 5.291], [-0.775, -3.196, 6.383], [-2.073, -1.206, 5.556], [-2.647, -0.444, 4.548], [-3.347, 0.843, 4.908], [-1.054, 2.219, 2.700], [-0.126, 1.114, 3.135], [-0.581, 3.516, 2.863], [-1.570, 6.770, 2.690], [-0.038, 6.204, 2.008], [-0.309, 6.102, 3.743], [-3.294, 5.280, 1.961], [-5.064, 3.983, 1.387], [-5.170, 2.411, 2.183], [-4.647, 2.514, 0.503], [-0.711, -0.620, -1.826], [-1.569, -0.955, -4.117], [-4.004, -0.873, -4.560], [-5.563, -0.459, -2.686], [-4.725, -0.112, -0.409], [-3.391, -2.629, 1.258], [-2.368, -3.972, 1.763], [-1.671, -2.586, 0.895], [-1.228, -3.950, 3.806], [-0.270, -4.071, 5.977], [-1.492, -3.530, 7.134], [-0.038, -2.569, 6.885], [-2.103, -0.838, 6.577], [-3.748, 0.782, 5.919], [-4.180, 1.027, 4.226], [-2.681, 1.707, 4.868], [-0.144, 0.254, 2.431], [-0.399, 0.728, 4.115], [0.895, 1.489, 3.203], [0.432, 3.663, 3.226], [2.896, -3.583, 1.098], [1.108, -3.259, 1.138], [0.618, -4.787, 0.296], [0.919, -2.173, 0.114], [3.119, -4.480, 1.673], [3.397, -2.727, 1.546], [3.201, -3.697, 0.060], [0.767, -5.624, 0.978], [1.206, -4.909, -0.611], [-0.437, -4.704, 0.044]]}

---

{"formula": "C4H32N2O14", "method": "ωB97M-V/def2-TZVPD", "e_homo_ev": -9.3882, "multiplicity": 1, "elements": ["N", "C", "C", "C", "O", "C", "N", "O", "H", "H", "H", "H", "H", "H", "H", "H", "H", "H", "O", "H", "H", "O", "H", "H", "O", "H", "H", "O", "H", "H", "O", "H", "H", "O", "H", "H", "O", "H", "H", "O", "H", "H", "O", "H", "H", "O", "H", "H", "O", "H", "H", "O"], "positions_angstrom": [[0.734, 0.849, 0.067], [0.992, -0.435, 0.603], [0.278, -1.640, -0.025], [-1.224, -1.733, 0.454], [-1.851, -0.699, 0.676], [2.590, -0.611, 0.402], [3.455, -1.237, 1.385], [3.126, -0.264, -0.619], [0.879, 0.790, -0.993], [-0.284, 1.141, 0.261], [0.603, -0.434, 1.712], [0.415, -1.636, -1.172], [0.808, -2.587, 0.236], [-1.631, -2.697, 0.505], [4.399, -1.453, 1.273], [3.074, -1.656, 2.216], [-1.384, 0.411, 4.272], [-2.255, 0.062, 3.121], [-1.884, -0.261, 3.901], [0.292, 0.716, -2.993], [1.663, -0.014, -3.331], [0.876, -0.010, -2.648], [-4.724, 0.553, -2.207], [-3.056, 0.472, -2.369], [-3.885, 0.031, -2.579], [1.453, 2.982, 0.229], [2.225, 3.908, -0.584], [1.331, 3.919, -0.254], [1.612, 1.430, 4.053], [1.417, 0.045, 4.671], [1.916, 0.835, 4.748], [-0.772, 2.844, -3.090], [0.399, 2.776, -2.117], [-0.072, 2.320, -2.793], [4.877, 0.294, -1.392], [4.287, 1.503, -2.135], [4.820, 0.743, -2.264], [-0.313, -2.183, 3.390], [0.621, -2.752, 2.337], [0.496, -2.011, 2.882], [-2.243, 3.217, -0.702], [-0.826, 3.906, -0.637], [-1.543, 3.668, -1.193], [-3.615, -3.835, -0.190], [-2.370, -4.176, -0.662], [-3.003, -4.405, 0.006], [-3.009, 1.103, 0.972], [-2.474, 0.602, -0.262], [-2.854, 1.473, 0.056], [-0.872, -1.665, -2.714], [-2.130, -2.143, -2.474], [-1.363, -2.058, -2.026]]}